one) # C5H6N

A cluster of 2 separate species, C5H6N in total (wB97M-V/def2-TZVPD, the OMol25 dataset).

Geometry as ORCA input:
```
! RIJCOSX wB97M-V def2-TZVPD def2/J DEFGRID3
* xyz 1 3
C -3.2613 0.0061 0.1662
C -2.1189 -0.0503 -0.1512
C 1.7530 -1.3786 -0.1082
C 0.7742 0.9531 0.3937
C 0.0543 0.4029 -0.7599
N 0.9936 -0.3773 -0.2246
H -4.0729 0.4716 0.6927
H 2.4658 -1.4481 0.6852
H 1.5356 -2.2898 -0.6403
H 1.4575 1.7786 0.2819
H 0.2213 1.0143 1.3010
H 0.1978 0.9174 -1.6365
*
```

Results
- HOMO-LUMO gap (spin up / spin down) (eV) = 8.44 / 7.87
- expectation value of S² = 2.0284

two) # C5H6N

The ion C5H6N with charge +1 (wB97M-V/def2-TZVPD, the OMol25 dataset).

Geometry as ORCA input:
```
! RIJCOSX wB97M-V def2-TZVPD def2/J DEFGRID3
* xyz 1 3
C 0.8130 -1.8962 -0.1356
C -0.4483 -2.0286 0.3176
C -1.3151 -0.9410 0.3622
C -0.7846 0.3699 0.1381
C 1.2798 1.5285 -0.3931
N 0.4672 0.4741 -0.0519
H -0.8219 -3.0304 0.5274
H -2.3790 -1.0746 0.5141
H -1.4671 1.2201 0.1376
H 1.9796 1.1940 -1.1711
H 1.9366 1.7538 0.4598
H 0.7399 2.4305 -0.7052
*
```

Results
- HOMO-LUMO gap (spin up / spin down) (eV) = 8.43 / 7.21
- expectation value of S² = 2.1067

Stability order, top to bottom: two), one)

one) # C4H7F3OSi

A cluster of 2 separate species, C4H7F3OSi in total (wB97M-V/def2-TZVPD, the OMol25 dataset).

Geometry as ORCA input:
```
! RIJCOSX wB97M-V def2-TZVPD def2/J DEFGRID3
* xyz 0 1
C -4.0469 1.9903 -0.6440
C 0.4271 -0.5572 1.5262
C -0.7356 1.0569 -0.8430
C -1.8368 -1.7488 -0.0906
O -3.9657 2.2701 0.4620
F -2.3696 -2.0972 -1.2921
F -2.9031 -1.1047 0.4590
F -1.6481 -2.8869 0.6097
Si -0.2108 -0.6294 -0.2434
H 1.2947 -0.0841 1.8181
H -0.2875 -0.0803 2.2693
H 0.5925 -1.5291 1.8753
H -1.4051 1.1912 -1.6252
H -1.1506 1.6264 -0.0079
H 0.3028 1.5402 -1.1231
H 0.6174 -1.1465 -1.3074
*
```

Results
- HOMO-LUMO gap (eV) = 12.16

two) # C4H7F3OSi

A cluster of 2 separate species, C4H7F3OSi in total (wB97M-V/def2-TZVPD, the OMol25 dataset).

Geometry as ORCA input:
```
! RIJCOSX wB97M-V def2-TZVPD def2/J DEFGRID3
* xyz 0 1
C -1.2936 -0.8332 2.1158
C -1.3468 0.4024 -2.0750
C 1.6207 0.9378 -0.7416
C 0.0680 -1.6093 2.2965
O -1.3157 -0.0953 1.1090
F -0.0950 -2.9602 2.0449
F 0.5893 -1.5428 3.5652
F 1.1183 -1.1665 1.5637
Si -0.2702 1.2216 -0.7531
H -2.2294 -0.2294 -1.6956
H -1.5998 1.0075 -3.1195
H -0.7094 -0.3211 -2.5014
H 2.1125 1.9023 -0.5954
H 2.0229 0.3877 0.2109
H 1.9423 0.4916 -1.6594
H -0.6139 2.4069 0.2351
*
```

Results
- HOMO-LUMO gap (eV) = 6.12

Stability order, top to bottom: one), two)